{"formula": "C23H69BaN13O19Zr", "method": "ωB97M-V/def2-TZVPD", "s_squared": 0.756, "max_force_ha_per_bohr": 0.1474, "spin_multiplicity": 2, "total_charge": 3, "gap_ev": [6.21, 6.67], "symbols": ["Ba", "Zr", "O", "O", "O", "O", "O", "O", "O", "O", "O", "O", "O", "O", "O", "O", "O", "O", "O", "O", "O", "N", "N", "N", "N", "N", "N", "N", "N", "N", "N", "N", "N", "N", "C", "C", "C", "C", "C", "C", "C", "C", "C", "C", "C", "C", "C", "C", "C", "C", "C", "C", "C", "C", "C", "C", "C", "H", "H", "H", "H", "H", "H", "H", "H", "H", "H", "H", "H", "H", "H", "H", "H", "H", "H", "H", "H", "H", "H", "H", "H", "H", "H", "H", "H", "H", "H", "H", "H", "H", "H", "H", "H", "H", "H", "H", "H", "H", "H", "H", "H", "H", "H", "H", "H", "H", "H", "H", "H", "H", "H", "H", "H", "H", "H", "H", "H", "H", "H", "H", "H", "H", "H", "H", "H", "H"], "positions_angstrom": [[3.2453, -2.3983, 2.8341], [-2.2280, 3.2650, -1.2720], [2.6137, -2.8804, -3.0748], [-2.1102, -6.7212, -1.5948], [-3.7814, 2.3380, -2.6051], [-1.8083, -3.1221, -7.0290], [4.7797, -0.3644, 3.5075], [-0.9139, 3.2405, -3.1471], [1.1105, -2.2738, -0.0938], [-0.0986, 2.8931, -0.5597], [-3.7205, 1.9672, 0.0372], [1.7109, -4.8488, 2.5514], [-1.8991, 3.8125, 0.9686], [2.9897, -0.2700, 0.8749], [-1.1754, 5.2662, -1.2181], [4.5975, 4.1083, 2.1674], [0.4385, 4.8910, 4.4117], [3.8922, -3.2831, 0.0392], [-4.6831, -0.6566, -0.0816], [-1.9516, 1.1789, 2.0460], [-1.7759, 1.1724, -1.3243], [4.0120, 1.6575, 3.6679], [-1.9182, -5.6188, -3.5592], [0.4692, -2.3250, 3.0455], [6.0124, 1.3596, 3.0799], [-3.9575, -1.4343, -2.0327], [-3.6363, -2.5490, -0.2530], [-1.9838, 0.4042, 4.0489], [-1.4627, -4.5500, -1.8863], [5.3073, 5.0022, 0.2799], [-0.0896, 1.0884, 3.1368], [-1.0256, -2.8042, -4.2641], [4.6499, 2.9776, 0.2890], [0.1289, 6.0186, 1.6977], [4.9656, 0.8392, 3.5373], [-2.3219, -2.5246, -4.7776], [0.2588, -4.7127, 2.4319], [0.3819, 1.7369, -0.4252], [0.2026, 3.7974, 5.2529], [2.1357, -6.1499, 2.2370], [-1.8195, -3.2838, 2.8428], [4.8608, 3.9811, 0.9983], [1.3780, 5.4212, 2.0992], [-2.7508, -3.2659, -6.0004], [-0.6582, 0.6893, -0.9205], [-4.0747, -1.4514, -0.7461], [-1.7690, -5.7687, -2.2770], [1.0410, 4.4152, 3.2048], [0.9889, -1.0263, -0.3693], [1.6026, 1.3608, 0.2942], [1.8736, 0.0223, 0.2594], [-1.3781, 0.9567, 3.0455], [-2.3096, -3.6910, -8.2298], [-0.3296, -3.5587, 3.2563], [-0.2510, -0.6768, -0.8930], [-2.3007, -0.9216, -4.9019], [2.1811, 6.5552, 2.6848], [-4.0243, -2.8745, 0.6209], [-1.9377, -0.2876, -4.0930], [-2.1972, -2.4543, 3.4408], [6.1481, 2.3598, 3.0445], [0.3066, 6.8112, 1.0974], [3.1113, 1.2103, 3.5736], [-3.0857, -2.7225, -4.0255], [-3.1971, -3.2125, -8.6438], [-0.3626, -3.7078, 4.3356], [-1.7688, -4.6972, -3.9444], [1.6269, 7.1920, 3.3744], [-3.3379, -0.5931, -4.9677], [0.2221, -2.1035, 2.0916], [-2.2859, -6.3130, -4.1939], [-3.9791, 2.6671, -3.4819], [3.0048, 6.2591, 3.3344], [1.2150, 3.4735, 5.4944], [4.0922, 2.6523, 3.5128], [1.9233, 4.8173, 1.3739], [2.2578, -2.4726, -2.2853], [-1.0754, 5.7950, -0.4265], [1.7643, -7.0570, 2.7137], [5.4119, 4.8071, -0.7055], [-0.4174, 3.0742, 4.7232], [-0.0004, 2.9645, -3.2228], [-3.9320, 1.0339, 0.0139], [0.4268, 3.6658, 2.7056], [-2.5490, -4.7492, -8.1248], [-4.0898, 2.2763, 0.8644], [-3.6226, -2.6758, -6.2830], [-0.6668, -2.0680, -3.6731], [-0.4010, -2.6989, -5.0507], [-2.9931, 0.3655, 4.0504], [-3.1220, -4.2248, -5.6387], [4.5888, 3.0833, -0.7136], [-0.0332, -4.6412, 1.3842], [-1.0184, -1.4120, -1.0852], [-1.0808, -4.4595, -0.9557], [-1.4144, 0.2075, 4.8595], [-1.9174, -2.8324, 1.8555], [-1.8381, -0.5379, -5.8113], [3.1841, -6.2650, 2.5119], [-0.3309, 4.1096, 6.1507], [-0.2143, -5.6030, 2.8462], [-3.4477, -2.2327, -2.3832], [2.4944, -3.8197, -2.9344], [-0.1217, 6.3290, 2.6256], [0.4975, 1.5983, 2.4923], [-3.1320, -3.2165, -0.8188], [-1.0260, 4.1847, 1.0926], [-1.2820, -3.9361, -2.6676], [-4.4698, 1.6967, -2.4286], [-2.4084, -4.1951, 2.7384], [-2.1916, 3.5874, 1.8518], [4.4008, 2.1131, 0.7479], [-4.6873, -0.9171, -2.5016], [6.5077, 0.6919, 2.5064], [-0.8130, 5.8100, -1.9174], [2.1849, 1.9967, 0.9444], [0.3287, 0.7974, 4.0089], [2.9859, -3.1859, -0.2530], [-1.6066, -3.6234, -9.0600], [4.3173, -3.7814, -0.6588], [0.1647, -1.4652, 3.4792], [2.5792, 7.1844, 1.8888], [5.7348, 5.7868, 0.7507], [-1.1991, 3.3768, -4.0506], [2.1183, -6.2697, 1.1537], [2.0345, 4.0427, 3.4545]], "lowdin_charge": [1.996, 1.819, -0.031, 0.054, -0.094, -0.145, -0.214, -0.079, -0.046, -0.138, -0.111, -0.328, -0.114, -0.164, -0.098, 0.024, -0.157, -0.125, 0.056, 0.084, -0.173, 0.208, 0.166, -0.095, 0.229, 0.202, 0.201, 0.205, 0.132, 0.185, 0.192, 0.027, 0.206, 0.053, -0.823, -0.415, -0.146, -0.235, -0.090, -0.108, -0.034, -0.808, -0.425, -0.219, -0.244, -0.792, -0.746, -0.213, -0.310, 0.007, -0.330, -0.823, -0.087, -0.362, 0.044, -0.048, -0.051, 0.136, 0.047, 0.071, 0.130, 0.092, 0.107, 0.103, 0.092, 0.144, 0.045, 0.095, 0.058, 0.045, 0.134, 0.103, 0.088, 0.099, 0.087, 0.134, -0.013, 0.060, 0.109, 0.112, 0.063, 0.104, 0.021, 0.089, 0.095, 0.089, 0.134, 0.071, 0.108, 0.143, 0.130, 0.136, 0.125, 0.106, 0.097, 0.122, 0.050, 0.081, 0.092, 0.107, 0.141, 0.083, 0.043, 0.091, 0.083, 0.086, 0.013, 0.043, 0.094, 0.096, 0.087, 0.104, 0.137, 0.151, 0.108, 0.101, 0.112, -0.025, 0.096, 0.060, 0.044, 0.090, 0.133, 0.103, 0.102, 0.113]}